Entry 1:
Below is a structure of composition C41H68N7O8PS, with properties calculated with ωB97M-V/def2-TZVPD.

Calculated values
DFT total energy, eV: -90555.09207
Energy above the lowest of the compared OMol25 structures with the same formula, charge and spin, kcal/mol: 0.0
LUMO level, eV: 0.5
HOMO, eV: -8.622

Cartesian coordinates (Å):
C  -1.52436  4.14874  1.33940
C  -2.18137  3.74902  0.01285
C  -3.72719  3.79536  0.16572
C  -4.27126  2.41632  0.50613
O  -4.68907  1.77441  -0.72305
S  -6.27465  1.62414  -0.82429
O  -6.71862  2.18891  -2.04275
O  -6.65909  0.29992  -0.47964
O  -6.63119  2.60224  0.38497
C  -5.55299  2.34820  1.30723
C  -5.60698  2.96437  2.68314
P  -4.65272  2.05211  3.92666
O  -5.32575  2.13005  5.22164
O  -3.16101  2.61929  3.94315
O  -4.45251  0.55215  3.44851
O  -1.92386  2.42565  -0.41652
C  -0.57905  2.00687  -0.56284
C  -0.38109  0.66589  0.10442
C  0.29622  -0.35638  -0.57598
C  0.46316  -1.60843  0.02246
C  -0.06969  -1.85763  1.29299
C  -0.74768  -0.84460  1.98472
C  -0.90098  0.41470  1.38653
H  -0.94950  5.05843  1.19894
H  -0.82275  3.41093  1.71644
H  -2.26256  4.37751  2.10330
H  -1.92632  4.45754  -0.77313
H  -4.19985  4.10932  -0.75803
H  -3.99775  4.50139  0.94463
H  -3.58647  1.81157  1.08832
H  -5.63103  1.27308  1.49793
H  -5.23244  3.98986  2.66856
H  -6.62490  2.98816  3.05349
H  -3.06897  3.48989  3.53931
H  -3.60411  0.40384  3.00157
H  -0.37251  1.85680  -1.62249
H  0.12835  2.75745  -0.20941
H  0.67684  -0.14993  -1.56618
H  0.97211  -2.40582  -0.50405
H  0.04996  -2.83050  1.73880
H  -1.16100  -1.03831  2.96479
H  -1.44026  1.17809  1.93044
C  -4.24400  -5.71828  0.51976
C  -4.91711  -4.85016  1.57405
C  -4.12302  -3.57325  1.88414
C  -2.79014  -3.88111  2.39744
N  -1.73902  -4.12092  2.77627
H  -3.26388  -6.06479  0.85437
H  -4.85186  -6.59697  0.30735
H  -4.11176  -5.16795  -0.41321
H  -5.04645  -5.42509  2.49468
H  -5.90422  -4.56552  1.23087
H  -4.64459  -2.97503  2.62940
H  -4.01081  -2.96731  0.98206
C  1.66764  -5.69435  2.47349
C  1.62177  -6.73795  1.36424
C  2.61514  -6.44744  0.23036
C  2.33279  -5.16487  -0.40792
N  2.11394  -4.15192  -0.88895
H  1.38689  -4.70807  2.10576
H  0.97097  -5.94879  3.27004
H  2.66843  -5.62681  2.90603
H  0.61175  -6.79080  0.95435
H  1.85132  -7.72159  1.77707
H  2.56513  -7.22277  -0.53491
H  3.63589  -6.42073  0.61510
C  2.75595  4.73515  3.38545
C  2.88321  3.69234  2.28037
C  3.04949  4.30992  0.88692
C  1.89846  5.13999  0.54332
N  0.99872  5.79188  0.27430
H  1.86831  5.35515  3.24829
H  2.67170  4.25260  4.35902
H  3.62780  5.39190  3.41002
H  2.00265  3.04570  2.28431
H  3.74538  3.05387  2.47477
H  3.14980  3.51774  0.14761
H  3.94614  4.93155  0.84306
C  -9.63187  -5.90061  4.03288
C  -9.30141  -7.33773  3.64764
C  -7.90482  -7.48118  3.03029
C  -7.77840  -6.69124  1.80825
N  -7.68067  -6.05764  0.86307
H  -9.64180  -5.24784  3.15927
H  -10.61690  -5.84554  4.49507
H  -8.90418  -5.50627  4.74442
H  -10.04716  -7.70793  2.94237
H  -9.35413  -7.97463  4.53195
H  -7.69830  -8.52303  2.78362
H  -7.14123  -7.14621  3.73504
C  3.97953  -3.56850  -5.49605
C  4.77304  -2.88116  -4.39109
C  3.89284  -2.43651  -3.21508
C  2.87793  -1.48352  -3.65741
N  2.08804  -0.73417  -4.00433
H  3.24369  -2.89325  -5.93398
H  4.64177  -3.89803  -6.29685
H  3.45201  -4.44381  -5.11310
H  5.29504  -2.01566  -4.80467
H  5.53632  -3.56337  -4.01235
H  4.49642  -1.96524  -2.43856
H  3.38527  -3.29029  -2.76781
C  5.11860  2.92502  -3.83453
C  6.13393  3.39254  -2.79516
C  6.43654  2.33232  -1.73324
C  5.23384  1.96314  -0.99212
N  4.27722  1.67127  -0.44023
H  4.14841  2.70303  -3.38704
H  4.96222  3.69962  -4.58597
H  5.46380  2.02429  -4.34596
H  5.76141  4.29745  -2.30908
H  7.06594  3.65696  -3.28371
H  7.17522  2.70725  -1.02393
H  6.84371  1.43235  -2.19709
C  7.16121  7.48259  -4.61805
C  8.66147  7.55155  -4.87898
C  9.29379  6.16774  -5.07368
C  9.12070  5.33475  -3.88662
N  8.98395  4.70084  -2.94614
H  6.94300  6.94087  -3.69642
H  6.74380  8.48355  -4.51635
H  6.64134  6.98357  -5.43795
H  9.15412  8.06024  -4.04892
H  8.85003  8.14534  -5.77432
H  10.36188  6.25539  -5.27365
H  8.83531  5.65572  -5.92146

=====

Entry 2:
Below is a cluster of 3 separate species, C41H70BrN7O9S in total, with properties calculated with ωB97M-V/def2-TZVPD.

Calculated values
SMILES string: CC[C@@H](Br)c1c(CC(=O)OC(C)=O)ccc2c1N(CC=O)c1c(CCCOC)cc(CNC)c(CC(N)(N)N)c1S2.COCCNCCOC.COCCNCCOC
DFT total energy, eV: -153373.09419
LUMO level, eV: 0.1
HOMO, eV: -7.822

Cartesian coordinates (Å):
C  -1.72177  -0.53166  -3.60342
C  -0.94134  -0.79432  -2.19530
C  -1.78943  -1.70313  -1.18426
Br  -1.84276  -3.60197  -1.88579
C  -1.24437  -1.74737  0.30882
C  -2.32441  -1.79830  1.45036
C  -3.91641  -1.75854  1.13913
C  -4.27229  -0.17198  1.04756
O  -3.79165  0.54458  1.96861
O  -5.08773  0.38747  -0.00106
C  -4.41233  1.43415  -0.69611
C  -5.30235  2.38693  -1.65783
O  -3.17472  1.65187  -0.65583
C  -1.95781  -1.89055  2.97150
C  -0.46352  -1.92934  3.36172
C  0.58090  -1.84971  2.22496
C  0.28317  -1.77632  0.70430
N  1.34197  -1.72035  -0.31856
C  1.76950  -3.06372  -0.80441
C  1.95015  -4.17259  0.33420
O  1.02925  -4.92220  0.75839
C  2.46726  -0.83973  0.04223
C  3.08204  0.11891  -1.04779
C  2.46668  0.17641  -2.52170
C  3.55634  0.25807  -3.70879
C  3.34241  -1.02774  -4.65405
O  2.30404  -0.75059  -5.63736
C  2.69234  -1.21777  -6.96508
C  4.28743  1.07202  -0.74870
C  4.94325  1.14050  0.65805
C  6.13286  2.17584  0.88132
N  7.50286  1.59029  0.77880
C  8.42932  2.74549  0.46138
C  4.34925  0.20524  1.75935
C  4.94742  0.23430  3.26648
C  4.19793  1.42218  4.10918
N  3.73734  0.78605  5.40644
N  3.09415  2.05567  3.34418
N  5.28672  2.38541  4.49500
C  3.14295  -0.75221  1.45231
S  2.37501  -1.84893  2.76006
H  -2.41919  0.36902  -3.56293
H  -2.27017  -1.50131  -3.91705
H  -0.88314  -0.40575  -4.39074
H  -0.52956  0.17085  -1.74761
H  -0.01767  -1.42525  -2.49501
H  -2.88521  -1.34500  -1.27030
H  -4.16718  -2.28190  0.15066
H  -4.48131  -2.16970  2.04101
H  -6.04050  3.03548  -1.06712
H  -5.81132  1.70593  -2.42172
H  -4.64254  3.11337  -2.26044
H  -2.77604  -1.94651  3.77037
H  -0.19894  -2.01496  4.46542
H  2.75697  -2.95772  -1.37500
H  0.95975  -3.43943  -1.53884
H  2.98397  -4.25846  0.83902
H  1.71328  1.05091  -2.55307
H  1.87372  -0.78586  -2.67700
H  3.34060  1.24418  -4.27251
H  4.64258  0.22856  -3.34438
H  4.35014  -1.33599  -5.13328
H  2.98875  -1.96588  -4.07765
H  3.13429  -0.33071  -7.54942
H  3.44828  -2.07992  -6.94088
H  1.74023  -1.61586  -7.47489
H  4.70021  1.74591  -1.58583
H  6.03049  2.77755  1.86198
H  6.03726  2.97109  0.03854
H  7.58949  0.92030  0.00202
H  7.99842  3.75479  0.79665
H  9.45233  2.63970  0.95710
H  8.62725  2.83543  -0.67827
H  4.76525  -0.79351  3.75146
H  6.07406  0.39512  3.18397
H  2.97081  0.12976  5.17390
H  3.39619  1.51363  6.05695
H  3.29853  3.04202  3.11038
H  2.19332  2.00860  3.83602
H  4.95748  3.01849  5.25332
H  6.04206  1.83808  4.94011
C  -0.49139  -7.03548  2.50254
O  0.05274  -7.69868  3.63563
C  0.78626  -6.84959  4.51855
C  -0.02459  -6.49059  5.77052
N  -1.12467  -5.57687  5.47093
C  -2.17616  -5.50476  6.49080
C  -2.82453  -6.79986  7.01000
O  -3.69224  -7.45533  6.08898
C  -3.02933  -8.13600  5.03581
H  -0.76147  -7.79580  1.76582
H  -1.40312  -6.48968  2.75742
H  0.23088  -6.35241  2.04846
H  1.16691  -5.95801  4.00639
H  1.65558  -7.43090  4.84043
H  0.63993  -6.02345  6.50618
H  -0.38149  -7.43298  6.19454
H  -1.55223  -5.83272  4.58895
H  -2.97140  -4.88202  6.06490
H  -1.77517  -4.95242  7.34869
H  -3.46575  -6.52021  7.85036
H  -2.09645  -7.50923  7.41800
H  -2.13007  -8.65011  5.37533
H  -2.80367  -7.43391  4.23495
H  -3.71480  -8.88034  4.62496
C  -6.28760  8.69286  -4.33514
O  -5.54595  8.37430  -5.50197
C  -4.29519  9.05635  -5.61184
C  -3.11480  8.14674  -5.24768
N  -3.06576  7.85327  -3.81753
C  -2.24793  6.69471  -3.44214
C  -2.46712  5.34599  -4.14910
O  -3.67429  4.66927  -3.80520
C  -4.84657  5.22894  -4.37458
H  -7.31757  8.36499  -4.49278
H  -5.90654  8.16246  -3.45973
H  -6.29131  9.76960  -4.13975
H  -4.28675  9.98990  -5.03732
H  -4.19301  9.32753  -6.66665
H  -2.18080  8.63559  -5.54619
H  -3.22189  7.23826  -5.84638
H  -4.00411  7.70937  -3.46487
H  -2.41375  6.53942  -2.37003
H  -1.19472  6.97574  -3.55569
H  -1.66675  4.67911  -3.81781
H  -2.36461  5.41147  -5.23756
H  -4.69422  5.55210  -5.40430
H  -5.19663  6.04996  -3.75101
H  -5.62847  4.46602  -4.36714

=====

Entry 3:
Below is a cluster of 9 separate species, C41H79ClFN5O35PS9 in total, with properties calculated with ωB97M-V/def2-TZVPD.

Calculated values
DFT total energy, eV: -244927.95799
Energy above the lowest of the compared OMol25 structures with the same formula, charge and spin, kcal/mol: 203.9
LUMO level, eV: -3.5
Charge: +1
HOMO, eV: -10.568

Cartesian coordinates (Å):
C  2.45324  -3.36874  0.54685
C  2.52591  -2.10974  0.13070
C  2.48484  -0.47133  0.06777
N  3.30967  0.04618  -1.01416
C  3.47568  -0.62713  -2.31434
N  2.51549  -0.64512  -3.27216
C  1.20995  0.00582  -2.91968
O  0.31490  0.28236  -4.00211
C  -0.97158  -0.38199  -3.88999
C  -2.06305  0.64127  -4.57128
O  -2.99637  1.05110  -3.53774
C  -2.94737  2.48091  -3.28687
C  -3.48061  2.80774  -1.77656
C  2.77249  -1.23288  -4.59841
Cl  1.45377  -2.44845  -5.15406
C  2.84154  -0.07993  -5.77478
C  4.13629  -0.22709  -6.72668
N  4.84435  -1.07936  -2.24681
C  5.34719  -2.33432  -2.80727
C  4.30983  -3.57366  -2.80261
N  4.34690  -4.40504  -3.84118
C  5.63441  -0.40294  -1.11775
C  7.03585  -0.11929  -1.85264
C  7.86587  1.17825  -1.41326
C  8.78215  1.03818  -0.09136
S  10.08332  -0.33021  -0.23432
C  5.87518  -1.13417  0.27427
C  6.46352  -2.61708  0.31841
O  7.89662  -2.74393  0.13074
C  8.21232  -4.09142  -0.37796
C  9.80147  -4.29463  -0.63851
C  4.57588  0.80050  -0.84398
P  4.53676  1.83573  -2.49982
N  5.21417  3.28109  -2.39601
C  4.78861  1.94296  0.22157
C  4.83115  1.59561  1.78196
F  3.63147  2.86136  0.07678
H  2.25146  -4.51618  0.59123
H  2.64000  -0.03650  1.11539
H  1.36656  -0.24293  -0.18425
H  0.68978  -0.71515  -2.16255
H  1.32831  1.00796  -2.33402
H  -1.34989  -0.55475  -2.82137
H  -1.04157  -1.34730  -4.54146
H  -1.52617  1.52624  -5.09910
H  -2.66106  0.07292  -5.37413
H  -3.67216  3.02268  -4.01994
H  -1.88005  2.92771  -3.33486
H  -4.48108  2.27108  -1.53732
H  -3.64280  3.95213  -1.63859
H  -2.73754  2.46504  -0.96441
H  3.72976  -1.81962  -4.76338
H  1.89337  -0.05795  -6.41980
H  2.92171  0.97845  -5.28925
H  4.74320  0.76211  -6.79025
H  4.87391  -1.05237  -6.42029
H  3.82430  -0.45518  -7.82298
H  5.59934  -2.15065  -3.93520
H  6.33865  -2.74531  -2.38323
H  3.56296  -3.81046  -1.96705
H  3.63067  -5.13324  -3.65113
H  7.76250  -1.02829  -1.76067
H  6.86633  -0.02549  -3.00448
H  7.27232  2.15309  -1.30628
H  8.62321  1.38213  -2.28036
H  8.20903  1.00868  0.90207
H  9.41757  2.01648  -0.04904
H  10.26889  -0.68130  1.12162
H  6.64257  -0.47259  0.85822
H  4.95718  -1.16108  0.99440
H  5.95714  -3.38868  -0.37332
H  6.25836  -3.01431  1.40029
H  7.79246  -4.84007  0.41277
H  7.67738  -4.30395  -1.39409
H  10.43705  -3.37881  -0.32723
H  10.14497  -5.27747  -0.13986
H  9.96413  -4.42195  -1.77876
H  3.14546  2.07100  -2.86785
H  5.17664  1.15394  -3.59124
H  5.96575  3.32489  -3.10980
H  5.70807  2.63763  0.05164
H  4.41716  0.59017  2.11651
H  5.95389  1.60844  2.10184
H  4.36740  2.50597  2.34311
C  0.43344  2.13651  -9.88914
C  0.90626  0.71161  -9.63875
O  2.32137  0.75247  -9.82344
S  2.87271  2.21143  -9.36648
O  3.36564  2.10470  -8.02174
O  3.64956  2.75837  -10.43797
O  1.44051  2.97440  -9.32106
H  0.37609  2.35101  -10.96012
H  -0.53457  2.33725  -9.42710
H  0.44915  -0.00482  -10.32214
H  0.70882  0.40608  -8.60642
C  3.73907  -8.42771  -0.37923
C  3.16322  -8.77412  -1.74431
O  1.95835  -8.01374  -1.84172
S  2.14228  -6.62208  -1.02773
O  2.49585  -5.59546  -1.96479
O  1.05609  -6.48759  -0.10231
O  3.47797  -7.03398  -0.20246
H  3.22562  -8.97423  0.41685
H  4.81047  -8.62544  -0.32148
H  2.95625  -9.83940  -1.85054
H  3.83199  -8.45202  -2.54825
C  5.95717  1.50104  6.29288
C  7.32083  1.52632  6.96838
O  8.05102  0.45477  6.37085
S  7.57144  0.28074  4.82957
O  8.50544  0.97238  3.98713
O  7.19992  -1.08811  4.62216
O  6.21771  1.17627  4.92638
H  5.32224  0.71640  6.71431
H  5.44315  2.46079  6.36522
H  7.25265  1.39083  8.04824
H  7.85132  2.45847  6.75189
C  -4.66019  -0.04583  1.47920
C  -3.19852  0.29000  1.73634
O  -3.21756  1.24861  2.79286
S  -4.48163  0.93833  3.76566
O  -4.01034  0.17673  4.88615
O  -5.25015  2.14280  3.90803
O  -5.27517  -0.06682  2.76732
H  -5.14489  0.73251  0.88274
H  -4.78111  -1.01013  0.98318
H  -2.70463  0.69896  0.85404
H  -2.64769  -0.58820  2.08712
C  -4.62355  6.32649  -6.47451
C  -3.46146  6.53073  -5.51326
O  -2.76567  5.28385  -5.50281
S  -2.89855  4.59145  -6.96661
O  -1.71126  4.89119  -7.71398
O  -3.39458  3.25684  -6.79282
O  -4.10206  5.52187  -7.53294
H  -5.43865  5.77487  -5.99712
H  -5.00564  7.27042  -6.86616
H  -3.79380  6.79497  -4.50874
H  -2.77422  7.29801  -5.88215
C  -7.10701  1.66962  7.54904
C  -7.48392  2.49757  6.32905
O  -8.81654  2.10085  6.00756
S  -9.59730  1.70920  7.37891
O  -10.37015  2.84120  7.79726
O  -10.15942  0.39861  7.22079
O  -8.29264  1.60119  8.34167
H  -6.82878  0.65080  7.26349
H  -6.29327  2.12105  8.11881
H  -6.81458  2.32207  5.48499
H  -7.49749  3.56578  6.56656
C  -12.60808  -1.77584  6.17301
C  -12.24800  -3.10239  5.52037
O  -13.31194  -3.36722  4.60671
S  -13.88154  -1.95661  4.03482
O  -13.26835  -1.70737  2.76161
O  -15.30052  -1.92747  4.23415
O  -13.18304  -0.98503  5.13230
H  -13.36244  -1.91224  6.95347
H  -11.73586  -1.27389  6.59574
H  -12.15306  -3.91099  6.24602
H  -11.32097  -3.02003  4.94476
C  -12.45529  1.62661  12.11951
C  -13.70847  2.34008  11.63137
O  -13.23226  3.42581  10.83811
S  -11.84202  2.98578  10.11720
O  -12.14235  2.55236  8.78445
O  -10.84831  3.97673  10.40873
O  -11.54288  1.66952  11.02260
H  -12.00144  2.15810  12.96110
H  -12.65482  0.59345  12.40855
H  -14.32589  2.70529  12.45289
H  -14.30793  1.68887  10.98783